{
  "formula": "C46H125N11O12",
  "method": "wB97M-V/def2-TZVPD",
  "smiles": "COC[C@H](C)N.COC[C@H](C)N.COC[C@H](C)N.COC[C@H](C)N.COC[C@H](C)N.COC[C@H](C)N.COC[C@H](C)N.COC[C@H](C)N.COC[C@H](C)N.COC[C@H](C)N.COCCNCCOC",
  "energy_ha": -3332.49554,
  "e_homo_ha": -0.30297,
  "lumo_energy_ev": 0.49,
  "gap_ev": 8.73,
  "relative_energy_kcal_mol": 0.9,
  "symbols": ["C", "O", "C", "C", "N", "C", "C", "O", "C", "H", "H", "H", "H", "H", "H", "H", "H", "H", "H", "H", "H", "H", "H", "H", "C", "C", "C", "O", "C", "N", "H", "H", "H", "H", "H", "H", "H", "H", "H", "H", "H", "C", "C", "C", "O", "C", "N", "H", "H", "H", "H", "H", "H", "H", "H", "H", "H", "H", "C", "C", "C", "O", "C", "N", "H", "H", "H", "H", "H", "H", "H", "H", "H", "H", "H", "C", "C", "C", "O", "C", "N", "H", "H", "H", "H", "H", "H", "H", "H", "H", "H", "H", "C", "C", "C", "O", "C", "N", "H", "H", "H", "H", "H", "H", "H", "H", "H", "H", "H", "C", "C", "C", "O", "C", "N", "H", "H", "H", "H", "H", "H", "H", "H", "H", "H", "H", "C", "C", "C", "O", "C", "N", "H", "H", "H", "H", "H", "H", "H", "H", "H", "H", "H", "C", "C", "C", "O", "C", "N", "H", "H", "H", "H", "H", "H", "H", "H", "H", "H", "H", "C", "C", "C", "O", "C", "N", "H", "H", "H", "H", "H", "H", "H", "H", "H", "H", "H", "C", "C", "C", "O", "C", "N", "H", "H", "H", "H", "H", "H", "H", "H", "H", "H", "H"],
  "coordinates": [[-1.480, 7.732, -1.246], [-2.594, 7.584, -0.446], [-2.172, 7.191, 0.850], [-1.765, 5.702, 0.908], [-2.873, 4.799, 1.167], [-3.641, 4.450, -0.052], [-4.431, 3.176, 0.084], [-3.547, 2.033, 0.049], [-4.276, 0.775, 0.007], [-0.842, 6.860, -1.330], [-0.832, 8.581, -1.008], [-1.788, 8.016, -2.272], [-3.041, 7.327, 1.461], [-1.473, 7.855, 1.294], [-1.016, 5.581, 1.677], [-1.249, 5.457, -0.062], [-2.545, 3.935, 1.614], [-2.998, 4.389, -0.939], [-4.348, 5.308, -0.264], [-5.024, 3.172, -0.849], [-5.028, 3.142, 1.009], [-3.523, 0.013, 0.082], [-4.995, 0.728, -0.845], [-4.827, 0.664, 0.949], [3.138, -5.651, -0.751], [4.328, -4.743, -0.668], [4.354, -3.860, -1.935], [4.690, -4.676, -3.003], [4.332, -4.152, -4.264], [4.142, -3.851, 0.488], [3.093, -6.244, -1.673], [2.230, -5.127, -0.529], [3.241, -6.361, 0.093], [5.318, -5.214, -0.649], [5.113, -3.120, -1.965], [3.441, -3.273, -2.057], [4.858, -3.180, -4.411], [3.264, -4.009, -4.443], [4.706, -4.798, -5.033], [4.892, -3.208, 0.603], [4.043, -4.344, 1.405], [-7.342, 3.204, -2.989], [-6.647, 2.687, -4.278], [-5.105, 2.581, -4.100], [-4.793, 1.551, -3.127], [-3.429, 1.277, -3.144], [-7.308, 1.480, -4.688], [-7.265, 2.308, -2.358], [-8.364, 3.480, -3.141], [-6.850, 4.109, -2.616], [-6.753, 3.441, -5.072], [-4.750, 3.521, -3.625], [-4.618, 2.382, -5.085], [-3.155, 0.558, -2.393], [-2.775, 2.198, -2.998], [-3.148, 0.930, -4.188], [-7.190, 0.721, -4.034], [-7.126, 1.165, -5.598], [-0.986, -4.122, 0.190], [-2.385, -4.817, 0.391], [-2.452, -5.695, 1.614], [-2.485, -4.907, 2.794], [-2.250, -5.647, 3.955], [-3.542, -3.785, 0.324], [-1.236, -3.371, -0.635], [-0.299, -4.854, -0.254], [-0.583, -3.770, 1.119], [-2.483, -5.547, -0.446], [-1.618, -6.465, 1.594], [-3.391, -6.211, 1.604], [-1.973, -4.894, 4.750], [-1.364, -6.287, 3.814], [-3.138, -6.207, 4.275], [-3.192, -2.918, 0.765], [-4.350, -4.173, 0.804], [1.339, -1.216, -3.226], [0.011, -1.260, -3.944], [0.009, -2.437, -4.918], [0.995, -2.192, -5.950], [0.780, -3.030, -7.059], [-1.138, -1.286, -3.053], [2.077, -1.504, -3.969], [1.370, -1.915, -2.345], [1.597, -0.264, -2.842], [-0.074, -0.400, -4.573], [-1.039, -2.518, -5.320], [0.200, -3.359, -4.379], [0.912, -4.081, -6.758], [1.517, -2.856, -7.779], [-0.247, -2.924, -7.487], [-1.051, -2.027, -2.353], [-1.977, -1.397, -3.619], [2.183, -0.363, 5.442], [1.974, 0.954, 4.716], [3.048, 1.177, 3.759], [4.310, 1.446, 4.319], [4.460, 2.735, 4.852], [0.703, 0.988, 3.901], [1.435, -0.583, 6.210], [3.203, -0.403, 5.889], [2.269, -1.169, 4.722], [1.914, 1.808, 5.343], [2.761, 2.035, 3.141], [3.181, 0.270, 3.157], [5.460, 2.765, 5.376], [3.734, 2.977, 5.576], [4.491, 3.460, 4.044], [-0.098, 0.563, 4.399], [0.836, 0.554, 3.014], [-3.917, 2.909, 4.288], [-2.741, 2.054, 4.267], [-3.106, 0.590, 4.417], [-2.057, -0.318, 4.064], [-2.475, -1.669, 4.048], [-1.997, 2.226, 3.045], [-4.567, 2.684, 3.452], [-3.603, 3.907, 4.185], [-4.533, 2.857, 5.217], [-2.049, 2.359, 5.050], [-3.951, 0.340, 3.760], [-3.308, 0.483, 5.481], [-3.212, -1.859, 3.206], [-2.825, -1.931, 5.037], [-1.567, -2.206, 3.802], [-1.025, 2.181, 3.189], [-2.454, 1.645, 2.307], [1.449, -4.325, 3.292], [2.414, -4.837, 4.287], [1.831, -5.830, 5.238], [1.165, -6.839, 4.491], [0.454, -7.793, 5.314], [3.633, -5.348, 3.576], [0.685, -3.700, 3.747], [0.886, -5.086, 2.766], [1.945, -3.745, 2.527], [2.838, -3.954, 4.810], [1.237, -5.331, 5.944], [2.561, -6.330, 5.840], [-0.384, -7.363, 5.869], [1.111, -8.324, 6.041], [0.174, -8.565, 4.631], [3.449, -6.266, 3.185], [4.415, -5.615, 4.189], [0.088, 2.444, -4.955], [-0.921, 3.581, -4.744], [-0.313, 4.534, -3.605], [0.835, 5.190, -4.165], [1.608, 5.909, -3.217], [-1.146, 4.241, -6.091], [-0.305, 1.639, -5.554], [0.324, 1.961, -3.955], [1.080, 2.707, -5.386], [-1.860, 3.192, -4.364], [-0.034, 3.947, -2.719], [-1.049, 5.371, -3.322], [2.521, 6.301, -3.680], [1.850, 5.263, -2.374], [0.994, 6.703, -2.875], [-1.684, 5.094, -5.962], [-0.240, 4.523, -6.443], [5.897, 1.564, 1.314], [5.137, 0.701, 0.362], [5.697, 0.765, -1.041], [5.626, 2.067, -1.628], [4.362, 2.351, -2.157], [5.188, -0.643, 0.918], [6.992, 1.290, 1.261], [5.508, 1.528, 2.336], [5.831, 2.624, 1.035], [4.089, 1.012, 0.430], [5.156, 0.084, -1.649], [6.756, 0.431, -1.040], [4.459, 3.261, -2.791], [3.492, 2.430, -1.454], [4.117, 1.575, -2.896], [6.133, -1.003, 0.955], [4.672, -1.266, 0.347], [1.261, 2.796, 0.166], [0.597, 1.706, -0.638], [0.503, 0.433, 0.196], [1.662, -0.056, 0.816], [1.783, -1.425, 0.639], [-0.728, 2.049, -1.109], [0.581, 3.078, 0.961], [1.479, 3.713, -0.417], [2.141, 2.354, 0.653], [1.124, 1.495, -1.593], [0.010, -0.229, -0.479], [-0.189, 0.628, 1.059], [2.224, -1.762, -0.291], [0.755, -1.786, 0.458], [2.298, -1.900, 1.523], [-1.414, 2.156, -0.316], [-1.096, 1.248, -1.636]]
}